(1)
Here is a molecular structure, H8LiO4 from the OMol25 dataset. Energies are from ωB97M-V/def2-TZVPD.

The geometry in XYZ format:
```
13
Properties=species:S:1:pos:R:3:mulliken_charge:R:1
Li 0.06015 -0.10044 -0.08210 0.917
O -0.52904 -2.02546 -0.79860 -0.618
H -1.55220 -2.28389 -0.71836 0.352
H -0.29184 -2.91499 -0.99850 0.295
O 2.04515 0.34631 -0.18036 -0.594
H 2.29280 1.13209 -0.71318 0.332
H 2.67623 0.34018 0.44544 0.281
O -0.28674 0.28786 1.94514 -0.545
H -1.04710 0.22432 2.47830 0.289
H 0.17718 -0.27708 2.31440 0.269
O -1.02653 1.43772 -1.03567 -0.619
H -0.93308 2.40556 -0.79596 0.322
H -1.58498 1.42783 -1.86057 0.319
```

Summary:
Total charge = +1
Maximum force = 0.249 hartree/bohr
HOMO-LUMO gap = 12.95 eV


(2)
Here is 3 unconnected molecules or ions with the total composition H8N2Si2 from the OMol25 dataset. Energies are from ωB97M-V/def2-TZVPD.

The geometry in XYZ format:
```
12
Properties=species:S:1:pos:R:3:mulliken_charge:R:1
N -2.23752 1.45460 0.45873 -0.589
N -0.01376 -1.87824 -0.40551 -0.583
Si -0.60965 1.54242 -0.15258 0.443
Si 0.10633 -0.51967 0.49169 0.336
H -2.73105 2.29500 0.78878 0.267
H -2.92362 1.07121 -0.21112 0.251
H -0.38479 -2.67594 0.07008 0.228
H 2.27087 -2.42575 -0.71765 -0.045
H 2.52683 -2.87664 0.01534 0.045
H 0.10505 2.52817 0.40949 -0.164
H -0.67903 1.85677 -1.50332 -0.117
H 0.44023 -0.66784 1.87207 -0.074
```

Summary:
Maximum force = 0.072 hartree/bohr
HOMO-LUMO gap = 8.60 eV


(3)
Here is 2 unconnected molecules or ions with the total composition H8N2Si2 from the OMol25 dataset. Energies are from ωB97M-V/def2-TZVPD.

The geometry in XYZ format:
```
12
Properties=species:S:1:pos:R:3:mulliken_charge:R:1
N 1.58998 -1.19206 0.68584 -0.573
N 1.60299 0.22974 0.84199 0.006
Si -2.11323 -0.89844 0.08676 0.508
Si 1.39821 1.31807 -0.45264 -0.086
H 1.07710 -1.51413 1.49393 0.282
H 1.04214 -1.32318 -0.16493 0.271
H 1.88902 0.49567 1.74883 0.239
H -3.28205 -0.39233 0.73308 -0.116
H -1.38112 0.07582 -0.70841 -0.145
H -2.69180 -1.78694 -0.94412 -0.113
H -1.08388 -1.68444 0.77642 -0.157
H 2.20217 2.32901 0.19818 -0.117
```

Summary:
Maximum force = 0.035 hartree/bohr
HOMO-LUMO gap = 8.61 eV


Respective energy above the lowest of the compared OMol25 structures with the same formula, charge and spin values: 36.04, 97.83, 108.10 kcal/mol.